[1]
The following is a DFT calculation (wB97M-V/def2-TZVPD) of a molecular structure, C22H20LaN4O3S.

Computed properties:
Lowest unoccupied orbital energy ... -2.968 eV
Relative energy (zero: lowest compared OMol25 entry of this formula, charge and spin) ... 1.9 kcal/mol
HOMO-LUMO gap ... 6.9 eV

The geometry in ORCA input format:
```
! wB97M-V def2-TZVPD RIJCOSX def2/J DEFGRID3
* xyz 1 1
La -0.52315 -0.06245 0.02173
O -1.80288 4.00557 1.07423
C -1.48309 2.83335 0.99899
N -1.26854 2.07057 -0.10082
C -1.46590 2.52979 -1.44293
C -1.58127 3.87099 -1.78904
C -1.75853 4.23903 -3.11620
C -1.82079 3.27576 -4.10515
C -1.71407 1.92983 -3.78098
C -1.54404 1.53714 -2.45838
N -1.43028 0.17263 -2.04041
C -1.75020 -0.88909 -2.81842
O -2.12883 -0.91745 -3.97523
C -1.65047 -2.25258 -2.10268
C -2.22585 -3.35473 -2.71863
C -2.18344 -4.57819 -2.07561
C -1.55184 -4.68272 -0.84092
C -0.98381 -3.54792 -0.30371
N -1.03688 -2.35428 -0.91246
C -1.32825 2.08801 2.34146
C -1.69463 2.76010 3.49862
C -1.60296 2.10626 4.71311
C -1.13885 0.79679 4.75077
C -0.78434 0.19951 3.56020
N -0.87120 0.82551 2.37912
H -1.53555 4.61914 -1.01570
H -1.84909 5.28739 -3.36759
H -1.95880 3.56150 -5.13943
H -1.77726 1.17616 -4.54822
H -2.69550 -3.21331 -3.68097
H -2.64103 -5.44797 -2.52810
H -1.49741 -5.62315 -0.31186
H -0.47249 -3.58775 0.65385
H -2.04600 3.77731 3.40572
H -1.89284 2.60870 5.62640
H -1.05516 0.25230 5.68017
H -0.41008 -0.81995 3.54711
O 1.80657 -0.12444 -0.19129
S 2.87707 -1.22404 -0.22363
C 4.46883 -0.37255 -0.19516
C 5.31222 -1.13291 0.81713
C 4.40890 -1.35098 2.03058
C 3.05178 -1.81880 1.49376
H 4.23884 0.64382 0.13124
H 4.86992 -0.35150 -1.20590
H 6.20759 -0.56500 1.06488
H 5.64060 -2.08840 0.40217
H 4.28862 -0.41619 2.57852
H 4.82314 -2.08618 2.71783
H 2.20304 -1.40106 2.03715
H 2.95815 -2.90356 1.46468
*
```

=====

[2]
The following is a DFT calculation (wB97M-V/def2-TZVPD) of 2 unconnected molecules or ions with the total composition C22H20N2O.

Computed properties:
Lowest unoccupied orbital energy ... -1.405 eV
Relative energy (zero: lowest compared OMol25 entry of this formula, charge and spin) ... 72.5 kcal/mol
HOMO-LUMO gap ... 5.1 eV

The geometry in ORCA input format:
```
! wB97M-V def2-TZVPD RIJCOSX def2/J DEFGRID3
* xyz 0 1
N -0.82781 -1.83146 0.11403
C 0.20578 -2.70574 -0.16881
O 1.40266 -2.31154 -0.23763
C -0.10873 -4.10519 -0.41055
C -1.39023 -4.47233 -0.76000
C -2.39664 -3.49176 -0.66976
C -2.05111 -2.22531 -0.16485
H 0.75113 -4.77006 -0.38925
H -1.60734 -5.49359 -1.08128
H -3.42662 -3.68197 -0.95062
H -2.83519 -1.47618 0.01594
C -3.30575 2.12415 -2.99802
N -2.25548 1.71428 -2.08292
C -2.44775 1.28262 -0.81113
C -1.19130 1.07564 -0.18178
C -1.00606 0.52351 1.08476
C 0.21467 0.57762 1.85595
C 1.33866 -0.12848 1.38916
C 2.46978 -0.34713 2.16229
C 2.57389 0.24034 3.42092
C 3.79033 -0.03559 4.25151
C 1.49930 1.01250 3.90088
C 0.32048 1.14034 3.16176
C -0.17886 1.47088 -1.17401
C 1.20728 1.54530 -1.18925
C 1.86572 1.73306 -2.41759
C 1.14237 1.98544 -3.59172
C -0.26128 2.03929 -3.57164
C -0.88433 1.79961 -2.35422
H -2.87774 2.24384 -3.99613
H -4.09271 1.35951 -3.00499
H -3.74216 3.08914 -2.69787
H -3.43679 1.14566 -0.37637
H -1.91510 0.19109 1.59784
H 1.27980 -0.60336 0.41231
H 3.27320 -0.97992 1.77188
H 3.79078 0.59358 5.14504
H 3.80935 -1.09237 4.55983
H 4.71508 0.15288 3.68952
H 1.61292 1.49339 4.87535
H -0.52523 1.69907 3.57200
H 1.75777 1.45910 -0.25863
H 2.95126 1.67367 -2.45680
H 1.66382 2.16075 -4.52957
H -0.87183 2.22576 -4.45558
*
```

=====

[3]
The following is a DFT calculation (wB97M-V/def2-TZVPD) of a molecular structure, C22H20N4O2PbSSe3Te.

Computed properties:
Lowest unoccupied orbital energy ... -0.962 eV
Relative energy (zero: lowest compared OMol25 entry of this formula, charge and spin) ... 0.0 kcal/mol
HOMO-LUMO gap ... 6.6 eV

The geometry in ORCA input format:
```
! wB97M-V def2-TZVPD RIJCOSX def2/J DEFGRID3
* xyz 0 1
Pb 0.87864 1.93538 -3.16642
C -1.60250 5.79898 -3.02640
C -0.87769 4.58252 -2.50378
O -0.56456 3.70488 -3.36139
C -0.64209 4.51164 -1.12856
C -0.05783 3.48076 -0.37082
C -0.09883 3.65289 1.12520
N 0.53021 2.40135 -0.87299
N 0.89659 1.48787 0.09697
C 1.66213 0.53633 -0.25377
O 2.16027 0.39608 -1.50238
C 2.02191 -0.52102 0.71379
C 2.33969 -1.79684 0.25078
C 2.65857 -2.80450 1.15050
C 2.66722 -2.54153 2.51245
C 2.35142 -1.27013 2.97552
C 2.02891 -0.26270 2.08363
H -1.58522 5.79413 -4.11299
H -2.63915 5.78859 -2.68556
H -1.14144 6.71298 -2.65325
H -1.00745 5.35362 -0.55816
H -0.57819 4.59382 1.37951
H -0.63977 2.82954 1.59032
H 0.91024 3.63429 1.53716
H 2.32625 -1.99466 -0.81459
H 2.90572 -3.79428 0.78800
H 2.92187 -3.32596 3.21366
H 2.36314 -1.06282 4.03762
H 1.78113 0.73123 2.43019
Se 3.02214 3.85316 -3.06764
Se 4.00519 3.04802 -1.16288
Te 4.22808 0.57185 -1.69264
Se 4.24682 0.30151 -4.01431
S -2.60666 -3.98902 -0.37372
C -1.96537 -2.48328 -1.01966
C -2.02884 -1.26721 -0.34631
C -1.49839 -0.14778 -0.95484
N -0.95143 -0.15672 -2.17016
C -0.94105 -1.31139 -2.82696
C -1.42047 -2.49925 -2.29787
C -2.26269 -3.90406 1.35429
C -3.17180 -4.49933 2.21822
C -2.88369 -4.51546 3.57461
N -1.79816 -3.97234 4.11006
C -0.93936 -3.39613 3.27101
C -1.10866 -3.34600 1.89820
H -2.46403 -1.19152 0.64007
H -1.50441 0.80978 -0.44458
H -0.49023 -1.29979 -3.81410
H -1.35035 -3.41670 -2.86568
H -4.08944 -4.93569 1.84733
H -3.57707 -4.98166 4.26671
H -0.05966 -2.94911 3.71974
H -0.35967 -2.87439 1.27682
*
```

=====

[4]
The following is a DFT calculation (wB97M-V/def2-TZVPD) of a single C22H20N4O3 molecule.

Computed properties:
Lowest unoccupied orbital energy ... -0.645 eV
Relative energy (zero: lowest compared OMol25 entry of this formula, charge and spin) ... 67.2 kcal/mol
HOMO-LUMO gap ... 7.3 eV

The geometry in ORCA input format:
```
! wB97M-V def2-TZVPD RIJCOSX def2/J DEFGRID3
* xyz 0 1
O 3.24725 -0.97352 0.09106
N 0.77346 1.31789 0.97287
N -3.05190 -4.02065 0.85201
O 0.42256 6.14022 0.03688
O -1.47964 -1.00199 -3.43185
C 2.27832 -0.35707 0.52368
C 0.30351 0.20371 1.40185
C 2.00810 1.06161 0.38254
C 2.84644 1.93888 -0.30425
C -2.30216 -4.22123 1.93477
C 3.76086 5.49119 -1.28036
C 2.63570 6.15420 -0.89164
C 3.76197 4.09449 -1.13066
C 1.54649 4.12453 -0.21019
C -3.07151 -2.29191 -2.27071
C -1.04042 -3.66279 2.04643
C 1.55165 5.48835 -0.34550
C -1.80949 -1.69443 -2.30271
C 2.68558 3.38875 -0.55674
C -3.41852 -3.10603 -1.22711
C -0.92249 -1.87222 -1.17037
C -0.48214 -2.89022 1.04130
C -2.56987 -3.27844 -0.13673
C -1.29538 -2.66728 -0.08822
N 1.14293 -0.90122 1.10757
N 0.78198 -2.31940 1.23876
C -0.54117 0.03586 -3.27308
C -0.98190 0.11146 2.07564
C -2.86669 -5.00092 3.08534
H 0.66443 7.06497 0.24411
H 3.78000 1.50286 -0.68646
H 4.58270 6.03770 -1.73156
H 2.58022 7.22209 -0.97944
H 4.67231 3.63439 -1.46586
H 0.70130 3.62979 0.22401
H -3.71429 -2.16250 -3.12112
H -0.52408 -3.85219 2.94799
H -4.35128 -3.62736 -1.22159
H 0.04732 -1.41748 -1.17203
H 1.49386 -2.85645 1.75059
H 0.49589 -0.38173 -3.16384
H -0.71967 0.60343 -2.36720
H -0.62237 0.68667 -4.16261
H -0.95353 -0.64435 2.84351
H -1.80312 -0.19012 1.37429
H -1.22821 1.12334 2.45889
H -2.70007 -4.48914 4.03896
H -3.92743 -5.17311 2.90374
H -2.38751 -6.00260 3.11499
*
```

=====

[5]
The following is a DFT calculation (wB97M-V/def2-TZVPD) of a molecular structure, C22H21AuO3STe.

Computed properties:
Lowest unoccupied orbital energy ... 4.651 eV
Relative energy (zero: lowest compared OMol25 entry of this formula, charge and spin) ... 0.0 kcal/mol
HOMO-LUMO gap ... 4.2 eV

The geometry in ORCA input format:
```
! wB97M-V def2-TZVPD RIJCOSX def2/J DEFGRID3
* xyz -2 1
Au 2.05604 -0.58278 2.71683
O 0.18205 -1.55587 0.00169
S -0.83222 -2.20581 0.97047
C -3.36951 -0.69152 0.19551
C -3.49042 -1.07903 -1.14470
C -4.49492 -1.93614 -1.56521
C -5.42722 -2.43464 -0.66716
C -5.31576 -2.07063 0.67028
C -4.31394 -1.21512 1.08986
C -2.37136 0.32865 0.61630
C -2.44172 0.93549 1.87658
C -1.60137 1.97813 2.22303
C -0.65562 2.45215 1.32275
C -0.56140 1.85428 0.07665
C -1.40930 0.81660 -0.27633
H -2.77232 -0.72815 -1.87162
H -4.54841 -2.21281 -2.61259
H -6.21884 -3.09651 -0.99814
H -6.01612 -2.46274 1.39969
H -4.23858 -0.98620 2.14337
H -3.14220 0.57934 2.61829
H -1.67316 2.40661 3.21567
H 0.02683 3.24422 1.60666
H 0.18972 2.18470 -0.63185
H -1.27386 0.35365 -1.24173
C 0.66469 0.34387 -3.09195
C 1.66789 0.34409 -1.96986
C 2.16019 -0.84481 -1.46085
C 3.07735 -0.87008 -0.41767
C 3.53046 -2.18689 0.14728
C 3.51382 0.33472 0.12766
C 3.03093 1.54736 -0.36957
C 3.46980 2.84538 0.25601
C 2.11748 1.53625 -1.41405
C 4.51542 0.36712 1.27190
O 5.71113 0.54324 1.02740
O 4.00042 0.25997 2.43881
H 0.07426 -0.57300 -3.07866
H 1.15369 0.41748 -4.06933
H -0.02328 1.18740 -3.00128
H 1.79195 -1.78509 -1.85556
H 3.46261 -2.97452 -0.60508
H 2.89273 -2.46667 0.99097
H 4.55821 -2.13124 0.51132
H 3.10221 2.91415 1.28331
H 3.08587 3.69881 -0.30674
H 4.55884 2.90559 0.29948
H 1.72471 2.48118 -1.78394
Te -0.12776 -1.77020 3.33609
*
```

=====

[6]
The following is a DFT calculation (wB97M-V/def2-TZVPD) of a molecular structure, C22H21BNO3PPdS.

Computed properties:
Lowest unoccupied orbital energy ... 0.317 eV
Relative energy (zero: lowest compared OMol25 entry of this formula, charge and spin) ... 27.7 kcal/mol
HOMO-LUMO gap ... 8.0 eV

The geometry in ORCA input format:
```
! wB97M-V def2-TZVPD RIJCOSX def2/J DEFGRID3
* xyz 0 1
Pd 0.27860 0.65682 0.27088
S 0.76551 -4.05903 1.26243
C -0.94423 -4.01495 1.51458
C -1.80657 -5.02878 1.91693
C -3.15001 -4.73046 2.04400
C -3.62767 -3.44379 1.77136
C -2.77062 -2.43947 1.37076
C -1.41022 -2.72277 1.24168
N -0.44671 -1.82070 0.84596
C 0.72861 -2.35647 0.80355
C 1.96844 -1.67366 0.42242
C 3.18072 -2.37139 0.46685
C 4.37063 -1.76161 0.12496
C 4.36354 -0.43303 -0.27857
C 3.16906 0.26839 -0.33578
C 1.96133 -0.32588 0.02311
H -1.43685 -6.02369 2.12662
H -3.84037 -5.50260 2.35670
H -4.68524 -3.23831 1.87372
H -3.12740 -1.44256 1.14630
H 3.19516 -3.40931 0.77857
H 5.29686 -2.31925 0.16855
H 5.28728 0.05944 -0.55630
H 3.17716 1.29476 -0.67590
O -0.78679 1.56008 -2.22400
B 0.32169 0.84762 -1.68195
O 1.14850 0.44971 -2.73223
C 0.56818 0.90033 -3.88795
C 1.00687 0.75268 -5.18309
C 0.21360 1.31547 -6.18252
C -0.96186 1.99100 -5.87665
C -1.39599 2.13311 -4.55907
C -0.60582 1.57395 -3.58055
H 1.92212 0.22265 -5.40788
H 0.51948 1.22212 -7.21606
H -1.55403 2.41389 -6.67743
H -2.31064 2.65429 -4.31108
C -1.04404 2.53559 4.38300
P -0.38042 2.26106 2.73481
C -1.73694 2.52820 1.56882
C 0.79772 3.58513 2.42060
O 0.19966 0.89240 2.56017
H -1.46369 3.53696 4.47957
H -0.24180 2.40803 5.10967
H -1.81640 1.79328 4.58272
H -2.19000 3.51394 1.68056
H -2.49524 1.76137 1.72591
H -1.35143 2.46097 0.54005
H 0.33254 4.56694 2.51333
H 1.18491 3.45263 1.40950
H 1.62278 3.50490 3.12840
*
```

=====

HOMO-LUMO gap of number 4 (C22H20N4O3)? 7.3 eV